5
Properties=species:S:1:pos:R:3:lowdin_charge:R:1 method="wB97M-V/def2-TZVPD" orbital_gap_ha=0.35483 largest_force_ha_per_bohr=0.059 homo_energy_ha=-0.4716 total_energy_ev=-19020.305 relative_energy_kj_mol=13.1 e_lumo_ev=-3.178
O 0.95027 1.23131 -0.00107 -0.206
O 0.96016 -1.22534 -0.00049 -0.205
O -1.09035 -0.00338 -0.86216 -0.073
O -1.08747 -0.00256 0.86331 -0.073
S 0.26739 -0.00003 0.00041 0.557